Here is C14H25Br2GaIO3S as an isolated structure in a non-equilibrium geometry from the Open Molecules 2025 dataset. Energies are from the ωB97M-V functional and the def2-TZVPD basis.

Summary:
HOMO	-4.9	eV
total charge	-1

Last column: Löwdin charge in e.
Element x y z (Å)
I -3.4426 -5.1204 -2.4383  0.224
Br -0.5745 -5.3608 0.2232  0.431
Br 1.2086 -3.0885 2.0787  0.476
Ga -2.5306 -2.9180 -1.3373  -0.309
S -4.2948 -2.0927 -0.0267  0.170
O 1.3293 6.4570 5.8464  -0.146
O 0.9165 2.5398 0.9515  -0.139
O 0.1349 5.3799 2.0306  -0.135
C 0.9393 6.1715 2.8854  -0.161
C -0.2367 -2.4372 0.8279  -0.728
C 1.2207 -5.3301 -3.0447  -0.082
C -1.3915 -1.8874 -4.0756  -0.273
C -0.5028 -0.8221 0.7120  -0.159
C 0.7288 -6.4123 -4.1981  -0.088
C -2.0745 -1.4050 -2.6670  -0.307
C -0.6388 -3.3424 -4.0266  -0.197
C -0.4361 -5.9551 -5.2994  -0.084
C -1.0250 -3.3920 0.0033  -0.689
C -1.1087 -4.4398 -5.1983  -0.076
C 2.3019 2.5020 1.2404  -0.169
C 2.1337 7.2486 6.7012  -0.155
C 0.5399 -3.8036 -2.9840  -0.043
H 2.5697 6.6180 7.4800  0.076
H 2.7420 1.6269 0.7565  0.079
H -0.2747 -0.4300 -0.3766  0.072
H 0.9146 -3.0385 -2.1499  0.098
H 2.7799 3.4067 0.8569  0.072
H -1.5617 -0.4866 1.1188  0.087
H 1.2151 -7.4854 -4.2427  0.066
H -0.5661 4.9886 2.5792  0.092
H 0.3112 -0.3033 1.4140  0.061
H 0.3289 6.9572 3.3372  0.074
H -2.2028 -1.8859 -4.9216  0.101
H 1.7399 6.6274 2.2982  0.084
H -3.1111 -0.8906 -2.9604  0.067
H 0.6283 6.0657 6.3950  0.091
H -0.5924 -1.0589 -4.3897  0.112
H -1.9470 -4.1249 -5.9550  0.078
H 2.4479 2.4300 2.3211  0.074
H 2.0610 -5.6415 -2.2561  0.083
H 2.9343 7.7045 6.1140  0.082
H -0.8173 -6.6534 -6.1577  0.064
H 0.5537 3.3261 1.3937  0.041
H 1.5233 8.0343 7.1530  0.075
H -4.8425 -3.2790 0.5597  -0.200
H -1.4064 -0.5400 -2.2364  0.044
H 1.3753 5.5409 3.6642  0.064

Here is a 5-piece molecular cluster, C14H25Cl11NO overall in a non-equilibrium geometry from the Open Molecules 2025 dataset. Energies are from the ωB97M-V functional and the def2-TZVPD basis.

Summary:
<S²>	0.76
relative energy (zero: lowest compared OMol25 entry of this formula, charge and spin)	56.8	kJ/mol
HOMO (alpha / beta)	-9.3 / -10.0	eV
multiplicity	2

Last column: Löwdin spin population.
Element x y z (Å)
Cl -9.6135 -2.5617 -1.5156  0.000
Cl -3.3914 -3.5874 4.6158  0.000
Cl -1.0633 -5.2145 3.6085  0.000
Cl -7.8483 -9.3621 3.0976  0.000
Cl -2.8622 -3.5991 1.7139  0.000
Cl -4.9944 -9.9421 2.2835  0.000
Cl -8.3611 -5.3674 -4.5306  0.000
Cl -6.0565 -11.1033 4.7465  0.000
Cl -0.6849 -4.6955 -4.2556  0.000
Cl 2.1538 -4.5148 -4.6529  0.000
Cl 0.5366 -2.1602 -5.0784  0.000
O 2.6481 1.9784 0.5570  0.610
N 3.3017 3.2919 0.8238  0.315
C 2.1643 4.3097 -1.1932  0.013
C 4.8292 5.7993 0.1097  0.000
C 3.3256 5.8065 0.4030  -0.001
C -2.1343 -3.7296 3.2687  0.000
C 5.3558 2.3216 1.8391  0.006
C 5.3507 2.6615 -0.6554  0.011
C 1.2649 4.6984 1.0520  0.003
C 5.4580 4.6617 0.8550  -0.001
C -6.1827 -9.7061 3.6500  0.000
C -8.6677 -4.6880 -2.9118  0.000
C 2.5489 4.4737 0.2794  0.021
C 0.7556 -3.6466 -4.0480  0.000
C -9.5375 -3.4350 -3.0581  0.000
C 4.7870 3.2082 0.6366  0.019
H 5.4171 4.8802 1.9221  0.000
H 4.9600 5.7371 -0.9707  0.000
H 6.4192 2.5303 1.9564  0.000
H 1.3467 4.7643 2.1370  0.000
H -10.5467 -3.7419 -3.3323  0.000
H 0.6067 3.8309 1.0046  -0.001
H -5.9003 -8.7973 4.1814  0.000
H 6.5287 4.6046 0.6589  0.000
H -9.1597 -5.4435 -2.2992  0.000
H 5.2120 6.7821 0.3846  0.000
H 5.3126 1.2576 1.6065  0.000
H 4.9246 2.5497 2.8138  0.000
H 0.7823 -3.4079 -2.9847  0.000
H -9.1550 -2.7769 -3.8383  0.000
H 1.7090 5.2208 -1.5815  0.001
H 0.7597 5.6151 0.7477  0.000
H -1.3877 -2.9355 3.2834  0.000
H 3.1049 6.1973 1.3963  0.000
H 1.4323 3.5060 -1.2728  0.002
H 2.9102 6.5793 -0.2439  0.000
H 5.1430 3.4011 -1.4287  0.000
H -7.7383 -4.4681 -2.3865  0.000
H 4.8036 1.7646 -0.9458  0.002
H 3.0059 3.9632 -1.7929  0.000
H 6.4270 2.4895 -0.6562  0.001

Here is C14H25Cl3OV as an isolated structure in a non-equilibrium geometry from the Open Molecules 2025 dataset. Energies are from the ωB97M-V functional and the def2-TZVPD basis.

Summary:
<S²>	0.78
relative energy (zero: lowest compared OMol25 entry of this formula, charge and spin)	151.1	kJ/mol
HOMO (alpha / beta)	0.0 / 0.7	eV
multiplicity	2
total charge	-2

Last column: Löwdin spin population.
Element x y z (Å)
V -0.9020 -0.2219 -0.4322  0.934
Cl -0.1247 -1.9657 1.0482  0.009
Cl -3.0680 -0.5476 0.5713  0.025
Cl -0.1630 1.5269 1.1180  0.009
O 2.5519 3.1817 0.0294  0.000
C -1.7694 -0.3794 -2.2815  -0.007
C 0.4194 -1.0487 -1.8159  0.009
C -1.3706 2.1944 -2.6028  0.004
C -0.9262 -1.5354 -2.0390  0.029
C -3.2615 -0.3978 -2.4648  -0.003
C -1.4036 -2.9460 -1.8816  0.008
C 1.6303 1.2201 -1.9887  0.001
C 0.4110 0.3786 -1.9364  0.013
C 1.6591 -1.8537 -1.6376  0.000
C 1.8693 0.2420 4.8811  -0.002
C 1.0147 -0.1247 3.6567  -0.005
C -0.4704 0.1384 3.9455  -0.001
C -0.9372 0.8060 -2.2340  0.021
C 1.3583 0.6485 2.3861  -0.043
H -0.6136 1.2132 3.8627  0.000
H 1.4834 -0.2853 5.7751  0.000
H -1.7449 -3.3491 -2.8432  0.003
H 1.9795 -2.3069 -2.5763  0.000
H 2.4826 -1.2178 -1.3032  0.000
H 1.5153 -2.6553 -0.9084  0.000
H 1.9716 1.3660 -3.0147  0.001
H -1.6393 2.2101 -3.6685  0.002
H 1.6592 -0.0028 1.5845  -0.001
H -2.2451 -3.0038 -1.1724  0.001
H 3.0471 3.9048 0.4667  0.000
H -0.5628 2.9105 -2.4220  0.000
H 1.1692 -1.2139 3.4786  0.000
H -3.7149 0.5586 -2.1484  0.000
H -2.2430 2.5435 -2.0325  0.000
H -0.8122 -0.2118 4.9203  0.000
H 1.8890 1.6104 2.6109  -0.001
H 1.4700 2.2167 -1.5666  0.000
H 2.4506 0.7493 -1.4392  0.000
H -1.0466 -0.2993 3.1323  0.000
H 2.9175 -0.0406 4.7316  0.000
H -3.5002 -0.5808 -3.5216  -0.002
H -0.5978 -3.5751 -1.4839  0.000
H 1.8935 1.3283 5.0598  0.000
H -3.7253 -1.1844 -1.8434  0.000

Here is C14H26AsN5OReS4Si as an isolated structure in a non-equilibrium geometry from the Open Molecules 2025 dataset. Energies are from the ωB97M-V functional and the def2-TZVPD basis.

Summary:
relative energy (zero: lowest compared OMol25 entry of this formula, charge and spin)	70.3	kJ/mol
HOMO (alpha / beta)	-17.9 / -17.9	eV
total charge	+3

Last column: Löwdin charge in e.
Element x y z (Å)
Re -0.1355 -0.8636 -0.8849  1.018
As -2.2266 -3.2667 -2.0925  0.071
S -0.6461 -3.2606 -0.6676  0.221
S -3.8891 -4.3365 -2.0936  0.338
S -1.7583 -1.9673 -3.7965  0.266
S -0.1270 -0.9339 -3.0788  0.282
Si 0.7681 2.5611 -1.4556  0.501
O -2.1925 -0.6580 -0.8077  -0.342
N 0.1937 1.0190 -0.5216  -0.156
N -3.9713 -0.3000 0.5377  0.087
N -0.1111 -0.2916 1.2302  0.012
N -2.9892 1.4593 -0.5844  0.238
N 1.8583 -1.3951 -0.7014  0.011
C -4.0575 -1.6766 1.0288  -0.007
C 4.3575 -2.1112 -0.5682  -0.160
C -0.2221 -0.6376 2.5080  -0.264
C 2.3537 2.9847 -0.5900  -0.138
C 1.0317 2.0721 -3.2143  -0.200
C 0.1780 2.0370 1.7804  0.034
C -0.4233 -2.0642 2.8933  0.002
C -0.1288 0.3706 3.4877  0.039
C -3.0466 0.1577 -0.2840  -0.515
C -0.5893 3.8174 -1.2931  -0.151
C 4.5545 -3.3428 0.3334  -0.049
C 0.0979 1.0086 0.8663  -0.410
C 2.9624 -1.7084 -0.6485  -0.054
C 0.0618 1.6864 3.1291  0.023
H -3.1145 -2.1837 0.8447  0.052
H 1.7611 1.2715 -3.3510  0.031
H 5.6105 -3.6012 0.3284  0.100
H -0.9961 3.9292 -0.2890  0.036
H 3.0235 3.4543 -1.3152  0.061
H -0.2097 0.0924 4.5303  0.143
H -0.1743 4.7894 -1.5783  0.067
H 2.2169 3.6968 0.2247  0.049
H -0.5769 -2.7033 2.0281  0.024
H 2.8710 2.1084 -0.1943  0.042
H -4.7180 0.3261 0.8055  0.173
H 4.6903 -2.3043 -1.5916  0.146
H 0.4453 -2.4233 3.4492  0.112
H 0.1290 2.4515 3.8917  0.141
H -2.4538 1.7438 -1.3876  0.103
H -3.6807 2.1098 -0.2433  0.147
H -4.2547 -1.6596 2.0982  0.107
H -4.8646 -2.2079 0.5283  0.098
H 0.3379 3.0605 1.4792  0.112
H 1.4552 2.9579 -3.7016  0.068
H 4.2596 -3.1310 1.3590  0.088
H 0.1182 1.8334 -3.7611  0.023
H -1.2794 -2.1586 3.5627  0.108
H 3.9935 -4.1974 -0.0394  0.090
H -1.4094 3.6327 -1.9903  0.039
H 4.9168 -1.2472 -0.1996  0.143